(1)
The following is a DFT calculation (ωB97M-V/def2-TZVPD) of a structure of composition C3H10ClMgN2O2 in a non-equilibrium geometry.

ORCA input file:
```
! wB97M-V def2-TZVPD RIJCOSX def2/J DEFGRID3
* xyz 1 1
Cl -2.03471 0.37195 0.15197
Mg -3.73845 0.82733 0.46139
O 0.54838 -0.75262 -3.35095
O 0.23782 -0.66065 0.99121
N -1.32342 -0.05689 -2.33642
N 0.25290 -1.12593 -1.30929
C -0.12055 -0.58670 -2.41708
C 0.53565 0.67399 1.44871
C 1.91499 0.49232 2.20284
H 0.60754 1.18102 0.48651
H 2.56810 -0.20298 1.67548
H 2.37500 1.43245 2.50721
H -0.35157 -0.96530 -0.51625
H -1.68033 0.15061 -1.41465
H 1.15733 -1.57547 -1.30759
H -1.78900 0.35769 -3.13107
H -0.18667 1.11394 2.13632
H 1.65193 0.02124 3.14995
H -0.62495 -0.69603 0.57172
*
```

Summary:
Kohn-Sham gap = 0.131 Eh
Highest occupied orbital energy = -0.434 hartree
Energy relative to the best compared isomer or geometry (same formula, charge and spin) = 522.9 kJ/mol

natural (NBO) population analysis, charges in e, atoms 1 to 4: number 1, Cl, carries -0.73; number 2, Mg, carries 1.83; number 3, O, carries -0.63; number 4, O, carries -0.70

(2)
The following is a DFT calculation (ωB97M-V/def2-TZVPD) of the ion C5HClFO2S with charge -1 in a non-equilibrium geometry.

ORCA input file:
```
! wB97M-V def2-TZVPD RIJCOSX def2/J DEFGRID3
* xyz -1 1
Cl 1.28309 3.06969 -0.03651
S -0.18748 -1.59755 0.10833
F 2.98363 0.74251 -0.10753
O -2.47893 -0.88812 -1.11282
O -3.48975 -0.22429 0.89760
C -1.28028 -0.28082 -0.35554
C -2.61191 -0.39001 0.10695
C 1.61135 0.49235 0.07410
C 1.33288 -0.85568 0.08076
C 0.68284 1.48982 0.29726
H 2.15457 -1.55789 0.04740
*
```

Summary:
Kohn-Sham gap (alpha / beta) = 0.237 / 0.237 Eh
Highest occupied orbital energy (alpha / beta) = -0.132 / -0.132 hartree
Energy relative to the best compared isomer or geometry (same formula, charge and spin) = 226.4 kJ/mol

natural (NBO) population analysis, charges in e, atoms 1 to 4: number 1, Cl, carries -0.07; number 2, S, carries 0.37; number 3, F, carries -0.39; number 4, O, carries -0.55

(3)
The following is a DFT calculation (ωB97M-V/def2-TZVPD) of the molecule C5H10N2S in a non-equilibrium geometry.

ORCA input file:
```
! wB97M-V def2-TZVPD RIJCOSX def2/J DEFGRID3
* xyz 0 1
S -0.19156 0.84873 -1.29817
N 0.60507 -1.32216 0.29805
N -0.52754 1.00731 0.34551
C -0.09106 -1.94338 -2.07598
C 0.22968 -1.16939 -0.85172
C 0.46365 0.59825 1.10845
C 1.90797 1.06036 0.98274
C -1.88633 0.77572 0.79618
H -1.86018 1.42720 1.63765
H 0.09077 0.37164 2.05707
H -2.53505 1.15756 0.01271
H 1.87096 2.01355 1.58973
H 2.16720 1.21604 -0.13787
H 2.56248 0.46716 1.46639
H -2.05419 -0.15947 1.12252
H -0.32403 -2.91789 -1.82688
H 0.63329 -1.85121 -2.84495
H -1.06113 -1.58003 -2.38144
*
```

Summary:
Kohn-Sham gap = 0.334 Eh
Highest occupied orbital energy = -0.302 hartree
Energy relative to the best compared isomer or geometry (same formula, charge and spin) = 308.7 kJ/mol

natural (NBO) population analysis, charges in e, atoms 1 to 4: number 1, S, carries 0.09; number 2, N, carries -0.50; number 3, N, carries -0.50; number 4, C, carries -0.69